Computed, not measured: C13H23N2O2PPt as an isolated structure, with wB97M-V/def2-TZVPD.

Geometry as XYZ:
```
42
Properties=species:S:1:pos:R:3:forces:R:3:mulliken_spin:R:1
C 3.3686 -0.7439 -1.1340 0.592 -0.705 1.021 0.144
C 2.5577 0.2727 -1.6157 -1.447 1.367 0.067 0.114
C 1.3739 0.6939 -0.9588 0.831 -0.290 -1.026 0.131
C 1.0855 0.0872 0.3104 -0.369 0.738 -1.323 0.373
C 1.8302 -1.0374 0.6866 0.981 -1.435 0.676 0.176
C 3.0078 -1.3995 0.0340 0.311 0.283 -0.060 -0.020
C 0.7173 1.9664 -1.5017 0.356 0.681 0.223 0.121
C -0.4889 2.1844 -2.5461 -0.331 1.164 -0.518 -0.021
N -1.5385 1.2183 -2.8216 0.268 -0.976 2.653 0.754
Pt -0.1871 0.6766 1.9617 0.742 0.576 -1.690 0.791
C 1.4728 -1.8659 1.8922 -0.753 -0.479 0.918 -0.007
P -0.2602 -1.4105 2.3646 1.309 -3.414 0.418 0.258
H 2.8974 0.8281 -2.4890 -0.161 -0.083 0.097 0.005
H 3.6507 -2.1685 0.4631 -0.249 0.104 -0.187 0.004
H 4.3234 -0.9884 -1.5990 -0.384 -0.002 -0.184 0.000
H 2.1393 -1.6504 2.7442 -0.052 -0.058 -0.357 0.010
H 1.5067 -2.9460 1.6776 0.286 0.345 0.015 0.005
H 0.4145 2.5359 -0.6054 0.114 -0.337 -0.923 0.005
H 1.5381 2.5488 -1.9792 -0.632 -0.373 0.271 -0.003
H -1.0321 3.0760 -2.1791 0.469 -0.367 -0.240 0.003
C -0.8474 -2.1970 3.8649 0.211 -0.278 0.294 0.005
C -1.0734 -2.3330 1.0008 -0.362 0.560 0.287 -0.020
H -0.1012 2.4910 -3.5378 0.218 -0.411 0.365 0.037
C -1.1627 -0.1735 -2.9887 0.155 -0.524 -0.462 -0.009
C -2.8185 1.4316 -2.1384 -0.649 0.089 0.138 -0.006
H -1.5704 1.2891 2.9123 -0.838 0.539 0.724 0.027
H -1.4083 -0.5266 -4.0077 0.058 0.179 0.285 0.038
H -0.0881 -0.2988 -2.8123 -0.262 0.113 -0.250 0.021
H -1.7248 -0.8008 -2.2735 0.209 0.334 -0.408 0.024
H -3.5883 1.8492 -2.8072 0.358 -0.010 -0.043 0.036
H -3.2169 0.4833 -1.7476 0.218 0.297 -0.355 0.015
H -2.6984 2.1279 -1.2922 0.134 -0.142 -0.468 0.018
H -0.9898 -3.4122 1.1966 -0.138 0.335 -0.045 0.009
H -2.1193 -2.0112 0.9551 0.039 -0.376 -0.174 0.008
H -0.5705 -2.0918 0.0569 -0.149 -0.075 0.162 -0.005
H -0.5238 -3.2446 3.8889 -0.181 0.150 0.112 0.007
H -0.4741 -1.6696 4.7514 -0.076 -0.160 -0.219 0.005
H -1.9446 -2.1525 3.8614 0.224 -0.040 0.039 0.003
H -1.9275 0.6675 2.6051 -1.046 0.027 0.122 0.123
O 0.6073 2.8773 2.9206 -0.326 0.753 -2.164 0.499
N 0.2926 3.3253 1.8089 -0.637 -1.750 1.194 0.254
O -0.4285 2.4915 1.0775 0.959 3.649 1.014 0.065
```
Forces are in eV/Å.

## Properties
Multiplicity = 5
Expectation value of S² = 6.04
Kohn-Sham gap (alpha / beta) = 5.2 / 5.8 eV
Total charge = +2
LUMO level (alpha / beta) = -7.0400 / -10.1884 eV
Calculated total energy = -1228.836884 hartree

Computed, not measured: one molecule with the formula C7H11NO, with wB97M-V/def2-TZVPD.

Geometry as XYZ:
```
20
Properties=species:S:1:pos:R:3:forces:R:3:nbo_charge:R:1
C -0.6181 0.5505 2.9030 -1.164 2.405 -2.471 -0.648
C -0.0703 0.3798 1.4911 -0.427 -1.247 -4.269 -0.037
C -0.4200 0.9798 0.2499 -2.693 4.181 8.032 -0.149
C -0.0852 0.8622 -1.0997 -1.318 2.410 -3.021 -0.515
C 0.5132 -0.4018 -1.5429 1.328 -0.547 -3.448 -0.106
C 0.2338 -1.1091 -0.3308 -4.152 -3.972 3.227 0.048
C 0.8769 -0.7351 0.9094 0.632 0.599 0.479 -0.003
H 0.2130 0.2654 3.5197 -0.080 0.003 0.923 0.225
H -0.7233 1.7931 2.8350 -0.437 -3.374 1.221 0.230
H -1.6077 -0.1107 3.0725 2.292 1.864 -0.193 0.239
H -1.1277 1.9128 0.3268 1.243 -1.469 0.465 0.195
H 0.3608 1.7696 -1.4304 2.055 0.778 0.051 0.268
H -0.9744 1.3231 -1.6767 0.187 -2.246 0.329 0.266
H 1.5779 -0.4727 -1.5185 1.196 0.966 -0.800 0.201
H 0.9295 -1.1992 -3.5713 -3.948 1.386 2.317 0.371
H -0.8451 -1.4303 -2.6635 3.111 2.238 -2.234 0.365
H -0.9158 -1.0916 -0.0130 2.122 -0.358 -1.688 0.172
H 1.9639 -0.4480 0.9760 -1.087 -0.529 -0.338 0.192
N 0.0055 -0.6558 -2.9985 0.726 -4.533 1.818 -0.833
O 0.7129 -2.1820 0.5620 0.415 1.443 -0.399 -0.482
```
Forces are in eV/Å.

## Properties
Energy relative to the best compared isomer or geometry (same formula, charge and spin) = 8.446 eV
Kohn-Sham gap = 9.2 eV
LUMO level = 0.8876 eV
Structure (SMILES) = CC1=CC[C@H](N)[C@H]2O[C@H]12
Calculated total energy = -403.023580 hartree

Q: The lowest calculated total energy belongs to which entry?
A: C13H23N2O2PPt

Q: calculated total energy of number 1 (C13H23N2O2PPt)?
A: -1228.836884 hartree